This record from the Open Molecules 2025 dataset describes 2 unconnected molecules or ions with the total composition C3H9NOSi in a non-equilibrium geometry. The level of theory is wB97M-V/def2-TZVPD.

Each line ends with the Löwdin charge.
Positions of all 15 atoms, in Å:
C  1.61060  0.29222  1.32121  -0.25
Si  -0.13250  -0.32506  1.15744  0.62
N  -1.12332  0.95699  1.09821  -0.28
O  -2.55889  0.88778  1.11537  -0.24
H  1.55351  1.22505  1.87422  0.02
H  2.31123  -0.48337  1.51294  0.00
H  2.02922  0.66225  0.33617  0.04
H  -0.02935  -1.73697  1.33083  -0.05
H  -2.71400  1.92774  1.12440  0.13
C  0.55323  -0.57306  -1.89970  -0.10
C  -0.81567  -0.52418  -1.76127  -0.11
H  1.14293  0.18897  -2.50241  0.07
H  1.10229  -1.48871  -1.49435  0.07
H  -1.40430  -1.25763  -1.27447  0.03
H  -1.52497  0.24799  -1.93858  0.05

Results
Energy above the lowest of the compared OMol25 structures with the same formula, charge and spin (kcal per mole): 116.7
Net charge: 0
SMILES: C/[SiH]=N/O.C=C
HOMO energy (eV): -7.98
Max |F| (eV Å⁻¹): 3.75

This record from the Open Molecules 2025 dataset describes a molecular structure, C3H9NP2 in a non-equilibrium geometry. The level of theory is wB97M-V/def2-TZVPD.

Each line ends with the Löwdin charge.
Positions of all 15 atoms, in Å:
C  -1.86345  0.72942  -2.07711  -0.29
C  0.62598  -1.42965  2.32853  -0.30
C  1.10499  -0.52334  -0.37483  -0.41
N  -0.65358  0.84893  0.50597  -0.37
P  -0.40074  0.58308  -1.16092  0.71
P  0.58335  -0.14882  1.28510  0.63
H  -1.66782  1.41314  -2.86116  -0.07
H  -2.62671  -0.08896  -2.21832  0.00
H  0.85220  -2.36316  1.75697  0.00
H  0.16124  -1.37027  3.21704  -0.07
H  1.26963  -1.63544  -0.70271  0.08
H  2.09702  -0.09747  -0.74694  0.06
H  -1.18506  1.67140  0.74501  0.04
H  0.48464  1.54305  -1.61789  0.00
H  1.21831  0.86809  1.92124  0.00

Results
Energy above the lowest of the compared OMol25 structures with the same formula, charge and spin (kcal per mole): 83.2
Net charge: 0
HOMO energy (eV): -7.64
Max |F| (eV Å⁻¹): 4.74

This record from the Open Molecules 2025 dataset describes 2 unconnected molecules or ions with the total composition C3H9NS in a non-equilibrium geometry. The level of theory is wB97M-V/def2-TZVPD.

Each line ends with the Löwdin charge.
Positions of all 14 atoms, in Å:
C  1.39825  0.79020  -1.94206  -0.54
S  1.68453  0.51741  -0.20350  0.51
H  0.33017  0.95306  -2.08680  0.01
H  1.64690  -0.02986  -2.61786  0.02
H  1.94581  1.67732  -2.27353  0.00
C  -1.49967  -0.89221  1.29400  -0.45
C  -1.22618  -1.40395  0.01122  -0.24
N  -2.38591  0.19837  1.46097  -0.06
H  -1.33410  -1.54590  2.15216  0.03
H  -0.21632  -1.38475  -0.42058  -0.08
H  -1.96811  -1.22984  -0.77065  -0.06
H  2.64674  -0.39568  -0.23325  -0.18
H  -2.27978  0.78350  0.64119  0.02
H  -2.25699  0.67636  2.35005  0.03

Results
⟨S²⟩: 0.76
Multiplicity: 2
Energy above the lowest of the compared OMol25 structures with the same formula, charge and spin (kcal per mole): 76.1
Net charge: -1
HOMO energy (alpha / beta) (eV): 0.80 / -1.75
Max |F| (eV Å⁻¹): 1.15

This record from the Open Molecules 2025 dataset describes 2 unconnected molecules or ions with the total composition C3H9NS in a non-equilibrium geometry. The level of theory is wB97M-V/def2-TZVPD.

Each line ends with the Löwdin charge.
Positions of all 14 atoms, in Å:
C  0.41852  -1.89623  0.02710  -0.17
C  1.06967  1.91955  -1.32674  0.03
C  -0.34178  -0.94638  0.92853  -0.50
N  -1.80613  1.16758  1.12921  -0.40
S  -1.30286  0.26141  -0.05625  0.81
H  -0.25835  -2.37433  -0.67866  0.07
H  1.18294  -1.36379  -0.53512  0.06
H  0.89888  -2.67024  0.62059  0.07
H  1.70436  1.76290  -0.48419  -0.02
H  0.49742  2.81830  -1.38903  -0.02
H  1.13639  1.27235  -2.17155  -0.03
H  0.31320  -0.36838  1.57781  0.07
H  -1.07052  -1.47312  1.54489  0.07
H  -2.44173  1.89039  0.81341  -0.03

Results
Energy above the lowest of the compared OMol25 structures with the same formula, charge and spin (kcal per mole): 81.6
Net charge: 0
HOMO energy (alpha / beta) (eV): -8.46 / -7.75
Max |F| (eV Å⁻¹): 1.01